[1]
A 11-piece molecular cluster, C48H63N5O28S overall in a non-equilibrium geometry. Source: the Open Molecules 2025 dataset; level of theory: wB97M-V/def2-TZVPD.

Each line ends with the Löwdin charge.
Cartesian coordinates (Å):
O (0.230, -3.525, -5.649)  0.04
N (0.766, -4.392, -4.936)  -0.33
O (0.435, -5.548, -4.956)  0.08
C (1.858, -3.996, -3.961)  -0.09
C (2.304, -2.645, -3.919)  0.01
C (3.489, -2.388, -3.163)  -0.04
C (4.066, -3.433, -2.393)  -0.07
C (3.668, -4.739, -2.468)  -0.11
C (2.553, -4.994, -3.219)  -0.03
H (1.914, -1.858, -4.547)  0.09
H (3.929, -1.413, -3.310)  0.11
H (4.899, -3.209, -1.742)  0.11
H (4.111, -5.489, -1.828)  0.11
H (2.310, -6.046, -3.231)  0.11
O (2.025, 7.586, 4.525)  0.04
N (1.877, 6.367, 4.812)  -0.31
O (1.616, 6.020, 5.958)  0.07
C (2.096, 5.375, 3.742)  -0.13
C (2.849, 5.702, 2.545)  0.00
C (2.960, 4.846, 1.493)  -0.04
C (2.418, 3.528, 1.684)  -0.06
C (1.861, 3.154, 2.844)  -0.06
C (1.533, 4.146, 3.765)  -0.02
H (3.171, 6.719, 2.378)  0.11
H (3.564, 5.095, 0.633)  0.10
H (2.509, 2.741, 0.950)  0.09
H (1.454, 2.174, 3.044)  0.09
H (1.008, 3.897, 4.676)  0.12
O (0.509, 0.308, 4.400)  0.09
N (-0.663, 0.217, 4.318)  -0.36
O (-1.294, 0.820, 3.479)  0.07
C (-1.305, -0.743, 5.293)  -0.11
C (-0.471, -1.446, 6.226)  0.04
C (-1.092, -2.330, 7.180)  -0.06
C (-2.462, -2.488, 7.154)  -0.08
C (-3.237, -1.756, 6.231)  -0.06
C (-2.658, -0.944, 5.268)  -0.03
H (0.609, -1.414, 6.231)  0.11
H (-0.440, -2.874, 7.847)  0.10
H (-2.968, -3.045, 7.928)  0.11
H (-4.310, -1.856, 6.306)  0.11
H (-3.252, -0.655, 4.413)  0.11
O (-4.308, -0.625, -3.012)  0.05
N (-4.647, -1.830, -2.926)  -0.32
O (-5.768, -2.242, -3.218)  0.08
C (-3.736, -2.820, -2.423)  -0.13
C (-4.190, -4.100, -2.070)  0.03
C (-3.256, -5.056, -1.614)  -0.06
C (-1.941, -4.709, -1.492)  -0.05
C (-1.502, -3.446, -1.874)  -0.10
C (-2.347, -2.566, -2.372)  -0.02
H (-5.224, -4.411, -2.063)  0.12
H (-3.580, -6.078, -1.484)  0.11
H (-1.279, -5.471, -1.107)  0.11
H (-0.467, -3.139, -1.855)  0.09
H (-2.016, -1.611, -2.751)  0.11
O (-2.281, 7.540, 3.553)  0.03
N (-2.899, 6.412, 3.667)  -0.26
O (-3.873, 6.307, 4.496)  0.03
C (-2.620, 5.336, 2.721)  -0.15
C (-1.698, 5.468, 1.699)  0.00
C (-1.358, 4.426, 0.850)  -0.05
C (-2.061, 3.211, 0.973)  -0.04
C (-3.057, 3.084, 2.021)  -0.06
C (-3.318, 4.147, 2.813)  -0.04
H (-1.131, 6.380, 1.587)  0.12
H (-0.495, 4.421, 0.201)  0.10
H (-1.947, 2.354, 0.326)  0.08
H (-3.690, 2.220, 2.157)  0.10
H (-4.142, 4.030, 3.501)  0.12
C (0.857, 1.316, -2.566)  -0.01
C (0.355, 1.121, -1.031)  -0.23
O (1.348, 0.602, -0.161)  -0.28
S (1.470, -1.055, -0.171)  0.70
C (-0.049, -1.469, 0.793)  -0.08
O (1.268, -1.616, -1.514)  -0.31
O (2.685, -1.315, 0.632)  -0.31
H (1.938, 1.430, -2.650)  0.08
H (0.354, 2.052, -3.193)  0.07
H (0.628, 0.360, -3.037)  0.03
H (0.127, 2.082, -0.569)  0.09
H (-0.538, 0.501, -0.953)  0.10
H (-0.770, -1.954, 0.136)  0.04
H (-0.340, -0.523, 1.250)  0.06
H (0.183, -2.296, 1.464)  0.07
C (0.883, -6.909, 4.598)  -0.05
O (0.687, -6.166, 3.417)  -0.03
C (1.488, -6.222, 2.334)  -0.56
O (2.391, -7.035, 2.139)  0.11
O (0.979, -5.330, 1.470)  -0.01
C (1.878, -5.037, 0.336)  -0.01
H (0.628, -7.943, 4.366)  0.10
H (0.284, -6.612, 5.459)  0.09
H (1.941, -6.903, 4.860)  0.10
H (2.933, -5.180, 0.571)  0.09
H (1.760, -3.958, 0.239)  0.07
H (1.817, -5.649, -0.564)  0.08
C (-5.862, -1.433, 1.660)  -0.04
O (-5.348, -2.725, 1.469)  -0.04
C (-4.032, -3.005, 1.712)  -0.48
O (-3.133, -2.167, 1.609)  0.09
O (-3.943, -4.368, 2.055)  -0.02
C (-2.819, -4.719, 2.886)  -0.05
H (-6.218, -1.118, 0.679)  0.10
H (-5.093, -0.718, 1.951)  0.09
H (-6.692, -1.639, 2.335)  0.10
H (-3.043, -4.406, 3.905)  0.09
H (-1.781, -4.508, 2.631)  0.08
H (-2.596, -5.778, 2.755)  0.09
C (6.561, 5.201, -0.438)  -0.04
O (6.178, 3.962, 0.164)  0.01
C (5.779, 2.946, -0.566)  -0.64
O (5.771, 2.981, -1.787)  0.10
O (5.499, 1.944, 0.219)  0.03
C (5.334, 0.635, -0.354)  -0.03
H (6.623, 5.371, -1.513)  0.09
H (7.529, 5.588, -0.119)  0.09
H (5.797, 5.937, -0.185)  0.08
H (4.510, 0.499, -1.053)  0.09
H (5.045, -0.036, 0.455)  0.08
H (6.242, 0.143, -0.703)  0.10
C (-3.636, 2.705, -2.269)  -0.02
O (-2.620, 3.676, -2.447)  -0.02
C (-2.017, 3.833, -3.598)  -0.62
O (-2.100, 3.049, -4.535)  0.10
O (-1.206, 4.877, -3.548)  0.01
C (-0.495, 5.260, -4.680)  -0.06
H (-4.011, 2.713, -1.246)  0.09
H (-3.141, 1.768, -2.523)  0.08
H (-4.375, 3.011, -3.009)  0.11
H (-0.594, 6.346, -4.698)  0.10
H (-0.771, 4.803, -5.631)  0.10
H (0.570, 5.085, -4.529)  0.09
C (-0.765, -0.288, -5.529)  -0.05
O (-0.226, 0.831, -6.173)  0.05
C (1.016, 1.199, -5.966)  -0.53
O (1.912, 0.626, -5.257)  0.04
O (1.184, 2.402, -6.546)  -0.01
C (2.484, 3.006, -6.502)  -0.04
H (-0.602, -0.359, -4.454)  0.06
H (-0.326, -1.267, -5.724)  0.07
H (-1.842, -0.419, -5.431)  0.10
H (3.254, 2.432, -7.017)  0.10
H (2.919, 3.132, -5.511)  0.09
H (2.281, 4.001, -6.898)  0.10

Output
E_LUMO   -1.0 eV
SMILES   O=[N+]([O-])c1ccccc1.O=[N+]([O-])c1ccccc1.O=[N+]([O-])c1ccccc1.O=[N+]([O-])c1ccccc1.O=[N+]([O-])c1ccccc1.CCOS(C)(=O)=O.COC(=O)OC.COC(=O)OC.COC(=O)OC.COC(=O)OC.COC(=O)OC

=====

[2]
C48H64NO3P3S2SiTi as an isolated structure. Source: the Open Molecules 2025 dataset; level of theory: wB97M-V/def2-TZVPD.

Each line ends with the Löwdin charge.
Cartesian coordinates (Å):
Ti (0.217, 0.870, -1.370)  0.64
C (-4.305, 1.916, -2.556)  -0.09
C (-3.183, 0.912, -2.817)  -0.53
C (-3.623, -0.107, -3.873)  -0.12
P (-2.378, 0.178, -1.297)  1.03
C (-3.302, 0.606, 0.262)  -0.53
C (-4.786, 0.274, 0.383)  -0.08
C (-3.009, 2.012, 0.761)  -0.11
C (-2.627, -1.626, -1.258)  -0.38
C (-3.865, -2.212, -1.534)  -0.10
C (-4.096, -3.540, -1.225)  -0.06
C (-3.099, -4.285, -0.607)  -0.07
C (-1.865, -3.709, -0.359)  -0.12
C (-1.590, -2.385, -0.720)  -0.30
Si (0.154, -1.651, -0.541)  0.65
C (1.223, -2.677, -1.769)  -0.36
C (0.777, -3.914, -2.240)  -0.10
C (1.541, -4.700, -3.091)  -0.07
C (2.804, -4.277, -3.470)  -0.07
C (3.263, -3.048, -3.024)  -0.08
C (2.476, -2.231, -2.216)  -0.39
P (3.026, -0.564, -1.699)  1.11
C (4.554, -1.021, -0.726)  -0.51
C (4.231, -1.907, 0.472)  -0.10
C (5.405, 0.180, -0.318)  -0.10
C (3.731, 0.321, -3.180)  -0.51
C (3.952, 1.806, -2.843)  -0.12
C (4.988, -0.226, -3.858)  -0.10
C (0.711, -2.291, 1.191)  -0.28
C (1.417, -3.502, 1.203)  -0.13
C (1.853, -4.100, 2.375)  -0.07
C (1.603, -3.483, 3.590)  -0.07
C (0.874, -2.305, 3.610)  -0.10
C (0.401, -1.713, 2.436)  -0.36
P (-0.787, -0.314, 2.466)  1.12
C (-2.210, -1.038, 3.453)  -0.53
C (-2.026, -1.385, 4.929)  -0.11
C (-2.757, -2.260, 2.711)  -0.11
C (-0.087, 1.043, 3.547)  -0.52
C (0.840, 0.718, 4.714)  -0.11
C (-1.220, 1.974, 3.989)  -0.11
H (-4.534, 2.433, -3.490)  0.09
H (-4.047, 2.672, -1.812)  0.05
H (-5.218, 1.417, -2.230)  0.07
H (-2.353, 1.453, -3.273)  0.03
H (-4.643, -0.453, -3.691)  0.07
H (-2.961, -0.969, -3.925)  0.04
H (-3.610, 0.377, -4.851)  0.09
H (-2.759, -0.065, 0.934)  0.01
H (-5.415, 0.951, -0.196)  0.07
H (-5.074, 0.389, 1.432)  0.08
H (-5.015, -0.749, 0.100)  0.06
H (-3.302, 2.789, 0.060)  0.05
H (-1.942, 2.127, 0.970)  0.05
H (-3.559, 2.195, 1.688)  0.09
H (-4.657, -1.625, -1.979)  0.09
H (-5.057, -3.988, -1.444)  0.11
H (-3.283, -5.314, -0.327)  0.11
H (-1.096, -4.300, 0.125)  0.11
H (-0.197, -4.285, -1.958)  0.08
H (1.149, -5.646, -3.444)  0.10
H (3.423, -4.887, -4.115)  0.10
H (4.253, -2.728, -3.314)  0.08
H (5.140, -1.633, -1.421)  0.10
H (3.611, -1.402, 1.214)  0.06
H (5.159, -2.205, 0.967)  0.09
H (3.712, -2.811, 0.164)  0.06
H (4.808, 0.962, 0.149)  0.06
H (5.927, 0.616, -1.165)  0.05
H (6.161, -0.141, 0.405)  0.08
H (2.916, 0.263, -3.901)  0.06
H (4.943, 1.974, -2.425)  0.06
H (3.216, 2.196, -2.143)  0.05
H (3.878, 2.390, -3.762)  0.09
H (5.816, -0.363, -3.159)  0.07
H (5.316, 0.497, -4.607)  0.09
H (4.817, -1.162, -4.383)  0.06
H (1.645, -3.996, 0.268)  0.09
H (2.394, -5.037, 2.332)  0.11
H (1.952, -3.922, 4.516)  0.10
H (0.659, -1.844, 4.562)  0.08
H (-2.961, -0.239, 3.388)  0.09
H (-1.364, -2.243, 5.051)  0.07
H (-2.991, -1.664, 5.360)  0.08
H (-1.630, -0.557, 5.514)  0.05
H (-2.031, -3.077, 2.734)  0.08
H (-2.983, -2.058, 1.663)  0.05
H (-3.671, -2.613, 3.193)  0.08
H (0.509, 1.609, 2.826)  0.04
H (0.341, 0.162, 5.509)  0.06
H (1.203, 1.654, 5.149)  0.08
H (1.710, 0.149, 4.388)  0.06
H (-1.847, 1.523, 4.759)  0.07
H (-1.861, 2.260, 3.154)  0.04
H (-0.796, 2.890, 4.408)  0.08
N (-0.692, 2.937, -1.626)  0.05
C (-0.973, 3.942, -0.651)  -0.25
C (-2.021, 4.821, -0.895)  -0.04
C (-2.407, 5.748, 0.055)  -0.07
C (-1.734, 5.783, 1.266)  -0.07
C (-0.669, 4.928, 1.486)  -0.03
C (-0.233, 4.006, 0.527)  -0.13
C (0.928, 3.125, 0.847)  -0.18
C (1.851, 3.664, 1.758)  -0.05
C (2.835, 2.893, 2.346)  -0.07
C (2.901, 1.546, 2.034)  -0.11
C (2.062, 1.036, 1.057)  -0.20
C (1.086, 1.794, 0.387)  -0.17
H (0.145, 3.172, -2.169)  0.10
H (-1.426, 2.934, -2.337)  0.08
H (-2.546, 4.757, -1.842)  0.12
H (-3.232, 6.419, -0.142)  0.11
H (-2.040, 6.470, 2.043)  0.10
H (-0.178, 4.951, 2.449)  0.11
H (1.791, 4.713, 2.015)  0.11
H (3.525, 3.338, 3.051)  0.11
H (3.620, 0.899, 2.523)  0.11
H (2.158, -0.011, 0.821)  0.02
O (-0.634, 2.208, -4.456)  -0.37
S (0.459, 1.278, -4.242)  0.18
O (1.152, 1.684, -2.909)  -0.61
O (1.427, 1.178, -5.293)  -0.33
S (-0.184, -0.521, -3.574)  0.50

Output
E_LUMO   -0.3 eV

=====

Calculated total energy, -4644.87937; -5107.43134 Eh (same order as the records).
Calculated ΔE to the lowest compared entry with this formula, charge and spin, 0.0; 15.2 kcal/mol (same order as the records).
Calculated Kohn-Sham gap, 8.80; 7.44 eV (same order as the records).